Formula: C53H122F24NOP7
Source: the OMol25 dataset
Level of theory: ωB97M-V/def2-TZVPD

Positions of all 208 atoms, in Å:
C (-3.269, -0.433, -6.480)
C (-2.456, 0.909, -6.525)
C (-3.091, 2.232, -6.239)
C (-2.247, 3.496, -6.420)
P (-2.591, 4.911, -5.356)
C (-4.356, 5.324, -5.744)
C (-4.847, 6.657, -5.182)
C (-6.376, 6.889, -5.590)
C (-7.365, 5.763, -5.175)
C (-1.482, 6.286, -5.715)
C (-0.027, 6.032, -5.144)
C (0.891, 7.212, -5.110)
C (2.238, 6.961, -4.486)
C (-2.546, 4.403, -3.588)
C (-1.487, 3.320, -3.115)
C (-1.310, 2.975, -1.634)
C (-0.433, 1.847, -1.373)
H (-3.778, -0.374, -5.518)
H (-2.491, -1.193, -6.412)
H (-3.964, -0.742, -7.261)
H (-1.878, 0.845, -7.447)
H (-1.640, 0.787, -5.813)
H (-3.489, 2.247, -5.225)
H (-4.040, 2.348, -6.763)
H (-2.539, 3.790, -7.428)
H (-1.177, 3.288, -6.442)
H (-4.873, 4.419, -5.423)
H (-4.446, 5.252, -6.828)
H (-4.161, 7.428, -5.532)
H (-4.669, 6.817, -4.118)
H (-6.455, 7.090, -6.658)
H (-6.632, 7.815, -5.074)
H (-8.234, 6.134, -5.718)
H (-7.629, 5.562, -4.137)
H (-7.116, 4.805, -5.633)
H (-1.797, 7.260, -5.340)
H (-1.465, 6.539, -6.775)
H (0.340, 5.268, -5.829)
H (-0.098, 5.693, -4.111)
H (0.278, 8.051, -4.782)
H (0.999, 7.457, -6.167)
H (2.861, 7.853, -4.418)
H (2.837, 6.280, -5.090)
H (2.111, 6.649, -3.450)
H (-3.477, 3.862, -3.420)
H (-2.535, 5.344, -3.039)
H (-0.529, 3.425, -3.624)
H (-1.841, 2.425, -3.627)
H (-2.210, 2.620, -1.131)
H (-1.029, 3.892, -1.116)
H (-0.898, 0.863, -1.430)
H (-0.207, 1.898, -0.308)
H (0.548, 1.792, -1.847)
C (-8.056, 1.503, 4.410)
C (-7.911, 2.768, 3.474)
C (-6.534, 2.894, 2.846)
C (-5.525, 3.296, 3.987)
P (-3.893, 3.836, 3.363)
C (-3.268, 2.605, 2.145)
C (-2.957, 1.185, 2.635)
C (-2.510, 0.175, 1.608)
C (-2.644, -1.233, 2.159)
C (-3.848, 5.526, 2.546)
C (-4.850, 6.565, 3.059)
C (-4.820, 7.739, 2.088)
C (-3.492, 8.537, 2.168)
C (-2.833, 3.779, 4.786)
C (-3.359, 4.764, 5.890)
C (-2.731, 4.629, 7.284)
C (-1.266, 4.967, 7.288)
H (-7.913, 0.538, 3.922)
H (-8.896, 1.428, 5.101)
H (-7.223, 1.459, 5.111)
H (-8.189, 3.645, 4.059)
H (-8.511, 2.692, 2.567)
H (-6.510, 3.586, 2.004)
H (-6.159, 1.967, 2.412)
H (-5.285, 2.509, 4.703)
H (-5.888, 4.106, 4.620)
H (-2.269, 2.959, 1.887)
H (-3.952, 2.816, 1.323)
H (-3.857, 0.891, 3.175)
H (-2.203, 1.155, 3.422)
H (-1.478, 0.286, 1.275)
H (-2.990, 0.104, 0.632)
H (-3.712, -1.357, 2.341)
H (-2.150, -1.326, 3.127)
H (-2.229, -1.972, 1.474)
H (-4.184, 5.348, 1.525)
H (-2.804, 5.839, 2.533)
H (-4.653, 6.825, 4.100)
H (-5.870, 6.184, 3.039)
H (-5.544, 8.518, 2.329)
H (-4.912, 7.356, 1.072)
H (-2.853, 8.021, 1.450)
H (-3.014, 8.540, 3.147)
H (-3.532, 9.603, 1.944)
H (-1.797, 3.923, 4.481)
H (-2.758, 2.781, 5.219)
H (-4.448, 4.734, 5.930)
H (-3.061, 5.798, 5.714)
H (-2.951, 3.627, 7.651)
H (-3.263, 5.231, 8.021)
H (-0.667, 4.335, 6.633)
H (-0.791, 4.926, 8.269)
H (-1.196, 6.040, 7.109)
C (7.077, -5.873, 7.479)
C (6.391, -6.986, 6.619)
C (5.560, -6.597, 5.372)
C (6.512, -5.776, 4.420)
P (5.771, -5.003, 2.896)
C (4.419, -3.890, 3.569)
C (3.666, -3.097, 2.514)
C (3.496, -1.610, 2.783)
C (2.842, -0.709, 1.683)
C (6.927, -3.891, 2.002)
C (7.970, -3.219, 2.913)
C (7.383, -1.928, 3.575)
C (8.370, -1.195, 4.474)
C (4.958, -6.232, 1.825)
C (5.830, -6.850, 0.675)
C (5.095, -7.910, -0.204)
C (4.004, -7.253, -1.067)
H (7.586, -6.289, 8.349)
H (6.373, -5.119, 7.831)
H (7.884, -5.389, 6.929)
H (5.817, -7.498, 7.391)
H (7.162, -7.639, 6.211)
H (4.672, -5.988, 5.544)
H (5.170, -7.395, 4.740)
H (7.388, -6.342, 4.105)
H (6.874, -4.952, 5.035)
H (4.863, -3.341, 4.400)
H (3.772, -4.564, 4.129)
H (2.668, -3.527, 2.422)
H (3.996, -3.311, 1.497)
H (4.458, -1.209, 3.104)
H (2.996, -1.543, 3.750)
H (3.342, -0.855, 0.725)
H (2.759, 0.355, 1.905)
H (1.845, -1.119, 1.526)
H (6.217, -3.135, 1.666)
H (7.299, -4.358, 1.091)
H (8.837, -2.947, 2.310)
H (8.277, -3.950, 3.660)
H (6.542, -2.313, 4.150)
H (6.907, -1.307, 2.816)
H (9.219, -0.871, 3.873)
H (8.601, -1.771, 5.369)
H (7.911, -0.346, 4.980)
H (4.008, -5.750, 1.595)
H (4.788, -7.021, 2.559)
H (6.530, -7.556, 1.122)
H (6.240, -6.130, -0.033)
H (4.838, -8.747, 0.446)
H (5.806, -8.294, -0.936)
H (3.555, -8.114, -1.561)
H (4.341, -6.511, -1.791)
H (3.368, -6.780, -0.318)
C (2.168, -2.404, -1.077)
N (0.974, -2.952, -1.965)
C (-0.356, -2.902, -1.078)
C (0.746, -2.117, -3.294)
C (1.370, -4.389, -2.356)
C (0.701, -5.550, -1.617)
O (1.377, -5.429, -0.330)
H (3.049, -2.103, -1.644)
H (2.311, -2.925, -0.130)
H (1.736, -1.431, -0.843)
H (-1.111, -3.428, -1.662)
H (-0.517, -1.859, -0.804)
H (-0.235, -3.509, -0.180)
H (1.586, -2.266, -3.974)
H (0.518, -1.083, -3.034)
H (-0.145, -2.489, -3.799)
H (2.443, -4.580, -2.337)
H (1.088, -4.589, -3.389)
H (0.920, -6.487, -2.128)
H (-0.371, -5.404, -1.481)
H (0.879, -5.794, 0.406)
P (-4.091, -2.406, -3.156)
F (-4.445, -1.719, -1.650)
F (-4.946, -1.299, -3.869)
F (-2.686, -1.633, -3.289)
F (-3.924, -3.104, -4.560)
F (-3.438, -3.733, -2.440)
F (-5.511, -3.215, -3.022)
P (0.005, -5.317, 2.982)
F (0.268, -6.302, 1.727)
F (1.560, -5.523, 3.549)
F (0.455, -4.003, 2.108)
F (-0.324, -4.426, 4.267)
F (-1.481, -5.142, 2.348)
F (-0.593, -6.558, 3.939)
P (1.611, -5.620, -6.950)
F (0.601, -6.355, -5.977)
F (0.404, -4.760, -7.769)
F (1.782, -4.285, -6.015)
F (2.799, -4.862, -7.751)
F (2.769, -6.279, -6.023)
F (1.575, -6.741, -8.077)
P (6.189, -2.581, -2.125)
F (7.624, -2.210, -1.325)
F (5.433, -1.222, -1.865)
F (6.796, -1.962, -3.528)
F (4.906, -3.159, -3.037)
F (6.997, -3.987, -2.444)
F (5.639, -3.192, -0.697)

## Properties
lowest unoccupied orbital energy	-1.7	eV
2S+1	1

Formula: C53H33AsF5I4N4PbS2
Source: the OMol25 dataset
Level of theory: ωB97M-V/def2-TZVPD

Positions of all 103 atoms, in Å:
Pb (-0.189, -0.368, -0.192)
I (-9.940, -1.312, 0.056)
C (-7.899, -0.913, -0.230)
C (-6.960, -1.884, 0.088)
C (-5.617, -1.621, -0.111)
C (-5.190, -0.385, -0.607)
C (-6.153, 0.575, -0.919)
C (-7.501, 0.313, -0.740)
C (-3.743, -0.149, -0.779)
C (-3.162, 0.968, -0.149)
C (-3.874, 1.967, 0.602)
C (-2.977, 2.931, 0.926)
C (-1.701, 2.497, 0.427)
C (-0.501, 3.228, 0.535)
C (-0.592, 4.603, 1.090)
C (-0.920, 4.837, 2.423)
C (-0.971, 6.128, 2.922)
C (-0.718, 7.198, 2.077)
I (-0.801, 9.159, 2.830)
C (-0.409, 6.986, 0.742)
C (-0.329, 5.690, 0.258)
C (0.777, 2.796, 0.152)
N (1.078, 1.597, -0.424)
C (2.426, 1.551, -0.581)
C (3.124, 0.496, -1.202)
C (4.606, 0.498, -1.089)
C (5.404, 1.400, -1.784)
C (6.781, 1.393, -1.620)
C (7.360, 0.489, -0.744)
I (9.442, 0.501, -0.453)
C (6.579, -0.425, -0.052)
C (5.205, -0.424, -0.232)
C (2.534, -0.554, -1.913)
C (3.258, -1.529, -2.681)
C (2.336, -2.332, -3.266)
C (1.039, -1.853, -2.856)
N (1.192, -0.772, -2.046)
C (-0.190, -2.444, -3.222)
C (-1.460, -2.091, -2.722)
C (-2.711, -2.594, -3.222)
C (-3.696, -1.971, -2.524)
C (-3.056, -1.071, -1.606)
N (-1.709, -1.158, -1.761)
C (-0.138, -3.523, -4.233)
C (-0.648, -4.792, -3.956)
C (-0.576, -5.804, -4.899)
C (-0.012, -5.547, -6.140)
I (0.101, -7.078, -7.570)
C (0.483, -4.287, -6.441)
C (0.429, -3.286, -5.486)
C (3.015, 2.759, -0.070)
C (1.994, 3.537, 0.369)
N (-1.844, 1.305, -0.214)
H (-7.276, -2.841, 0.481)
H (-4.881, -2.371, 0.147)
H (-5.851, 1.520, -1.353)
H (-8.241, 1.055, -1.008)
H (-4.920, 1.944, 0.856)
H (-3.164, 3.841, 1.471)
H (-1.115, 3.999, 3.083)
H (-1.200, 6.298, 3.965)
H (-0.227, 7.821, 0.079)
H (-0.080, 5.520, -0.782)
H (4.948, 2.102, -2.472)
H (7.399, 2.090, -2.169)
H (7.041, -1.132, 0.624)
H (4.582, -1.137, 0.294)
H (4.331, -1.585, -2.769)
H (2.523, -3.179, -3.902)
H (-2.834, -3.304, -4.021)
H (-4.757, -2.083, -2.661)
H (-1.074, -4.997, -2.982)
H (-0.961, -6.787, -4.663)
H (0.907, -4.080, -7.414)
H (0.802, -2.297, -5.723)
H (4.067, 2.990, -0.056)
H (2.063, 4.513, 0.819)
F (-0.478, 3.834, 5.441)
C (-0.706, 2.740, 4.732)
C (0.237, 2.290, 3.824)
F (1.372, 2.964, 3.646)
C (-0.005, 1.140, 3.098)
F (0.945, 0.725, 2.248)
C (-1.188, 0.413, 3.211)
S (-1.510, -1.019, 2.286)
C (-2.129, 0.907, 4.121)
F (-3.282, 0.266, 4.276)
C (-1.895, 2.040, 4.878)
F (-2.810, 2.474, 5.736)
C (3.168, -1.335, 3.759)
As (2.430, -2.799, 2.716)
C (3.781, -4.181, 2.816)
C (0.969, -3.540, 3.742)
S (1.957, -2.451, 0.690)
H (3.997, -1.725, 4.348)
H (2.398, -0.953, 4.426)
H (3.513, -0.532, 3.114)
H (3.981, -4.397, 3.866)
H (4.695, -3.856, 2.324)
H (3.409, -5.076, 2.321)
H (1.339, -3.843, 4.721)
H (0.587, -4.408, 3.208)
H (0.168, -2.811, 3.845)

## Properties
lowest unoccupied orbital energy (spin up / spin down)	-4.9 / -5.4	eV
2S+1	1
ΔE to the lowest compared entry with this formula, charge and spin	0.655	eV
net charge	+1

Formula: C53H40AsCoF3N2O2Sb
Source: the OMol25 dataset
Level of theory: ωB97M-V/def2-TZVPD

Positions of all 103 atoms, in Å:
Co (0.176, 0.548, 0.224)
C (-2.830, 1.322, 1.558)
O (-1.662, 0.525, 1.433)
C (-1.591, -0.628, 2.195)
C (-2.345, -0.869, 3.326)
C (-2.159, -2.047, 4.034)
C (-1.230, -2.985, 3.618)
C (-0.475, -2.754, 2.489)
C (-0.649, -1.579, 1.755)
N (0.040, -1.325, 0.584)
N (0.945, -2.178, 0.250)
C (1.719, -2.090, -0.823)
C (1.730, -0.920, -1.666)
O (0.939, 0.074, -1.454)
C (2.692, -0.854, -2.704)
C (3.570, -1.869, -2.933)
C (3.620, -3.011, -2.094)
C (4.602, -4.001, -2.258)
C (4.695, -5.051, -1.376)
C (3.786, -5.159, -0.320)
C (2.792, -4.223, -0.162)
C (2.694, -3.124, -1.029)
H (-3.728, 0.704, 1.489)
H (-2.828, 2.027, 0.726)
H (-2.834, 1.876, 2.501)
H (-3.068, -0.153, 3.677)
H (-2.746, -2.230, 4.917)
H (-1.097, -3.901, 4.168)
H (0.261, -3.461, 2.143)
H (2.677, 0.035, -3.317)
H (4.274, -1.799, -3.747)
H (5.299, -3.910, -3.077)
H (5.480, -5.783, -1.484)
H (3.876, -5.978, 0.378)
H (2.089, -4.305, 0.650)
F (-5.569, 3.859, -4.187)
C (-4.439, 3.670, -3.490)
C (-3.434, 2.888, -4.033)
C (-2.274, 2.698, -3.304)
C (-2.119, 3.285, -2.056)
C (-3.150, 4.046, -1.522)
C (-4.314, 4.253, -2.240)
Sb (-0.307, 2.911, -0.931)
C (-0.594, 4.482, 0.514)
C (-0.958, 5.788, 0.209)
C (-1.147, 6.711, 1.224)
C (-0.979, 6.308, 2.539)
F (-1.166, 7.197, 3.526)
C (-0.638, 5.009, 2.870)
C (-0.442, 4.110, 1.840)
C (1.132, 3.872, -2.210)
C (1.783, 5.030, -1.809)
C (2.774, 5.584, -2.601)
C (3.107, 4.958, -3.790)
F (4.082, 5.478, -4.552)
C (2.472, 3.800, -4.208)
C (1.484, 3.259, -3.405)
H (-3.570, 2.439, -5.004)
H (-1.485, 2.083, -3.714)
H (-3.048, 4.496, -0.543)
H (-5.118, 4.854, -1.844)
H (-1.104, 6.085, -0.820)
H (-1.432, 7.732, 1.016)
H (-0.541, 4.726, 3.908)
H (-0.166, 3.082, 2.057)
H (1.522, 5.505, -0.873)
H (3.293, 6.484, -2.307)
H (2.760, 3.338, -5.141)
H (0.985, 2.350, -3.712)
C (3.862, 4.895, 1.582)
C (3.776, 3.933, 0.588)
C (3.100, 2.756, 0.840)
C (2.528, 2.519, 2.088)
C (2.622, 3.482, 3.081)
C (3.284, 4.671, 2.820)
As (1.712, 0.753, 2.216)
C (0.925, 0.598, 3.995)
C (1.208, -0.521, 4.774)
C (0.627, -0.675, 6.020)
C (-0.279, 0.262, 6.490)
C (-0.602, 1.356, 5.705)
C (0.000, 1.524, 4.470)
C (3.403, -0.197, 2.525)
C (3.906, -1.149, 1.651)
C (5.127, -1.760, 1.899)
C (5.862, -1.410, 3.017)
C (5.372, -0.449, 3.890)
C (4.151, 0.154, 3.647)
H (4.388, 5.817, 1.389)
H (4.233, 4.095, -0.377)
H (3.020, 1.986, 0.072)
H (2.182, 3.307, 4.057)
H (3.359, 5.425, 3.590)
H (1.888, -1.277, 4.398)
H (0.879, -1.531, 6.626)
H (-0.743, 0.135, 7.456)
H (-1.326, 2.079, 6.053)
H (-0.262, 2.384, 3.869)
H (3.347, -1.426, 0.770)
H (5.495, -2.510, 1.213)
H (6.814, -1.881, 3.210)
H (5.943, -0.174, 4.764)
H (3.769, 0.901, 4.336)

## Properties
<S²>	0.93
lowest unoccupied orbital energy (spin up / spin down)	-3.7 / -3.7	eV
2S+1	2
ΔE to the lowest compared entry with this formula, charge and spin	0.686	eV
net charge	+1